w) A 2-piece molecular cluster, C3H9NO overall. Source: the OMol25 dataset; level of theory: wB97M-V/def2-TZVPD.

For the HOMO-LUMO gap, the calculation gives 9.79 eV. The SMILES is CC=O.CN. The calculation puts the LUMO energy at 0.9 eV.

```
! wB97M-V def2-TZVPD RIJCOSX def2/J DEFGRID3
* xyz 0 1
C 1.191 -3.214 -3.080
C 0.596 -2.255 -2.068
O 0.588 -2.570 -0.915
H 1.026 -4.174 -2.583
H 2.262 -3.146 -3.254
H 0.656 -3.205 -4.027
H 0.261 -1.287 -2.467
C -1.248 2.844 3.107
N -0.600 3.008 1.833
H -1.097 1.901 3.660
H -2.339 2.880 3.076
H -0.867 3.660 3.717
H 0.368 3.208 1.895
H -0.798 2.351 1.107
*
```

---

x) A single C3H9NO molecule. Source: the OMol25 dataset; level of theory: wB97M-V/def2-TZVPD.

For the HOMO-LUMO gap, the calculation gives 9.83 eV. The SMILES is NCCCO. The calculation puts the LUMO energy at 1.0 eV.

```
! wB97M-V def2-TZVPD RIJCOSX def2/J DEFGRID3
* xyz 0 1
N -2.350 0.014 -0.437
C -1.117 0.125 0.309
C 0.334 -0.137 -0.477
C 1.504 0.182 0.521
O 2.635 -0.371 -0.233
H -2.300 0.193 -1.451
H -3.235 0.442 -0.204
H -1.141 -0.498 1.196
H -1.062 1.184 0.675
H 0.477 -1.279 -0.821
H 0.418 0.581 -1.253
H 1.737 1.224 0.699
H 1.352 -0.334 1.503
H 2.748 -1.326 -0.027
*
```

---

y) A 2-piece molecular cluster, C3H9NO overall. Source: the OMol25 dataset; level of theory: wB97M-V/def2-TZVPD.

For the HOMO-LUMO gap, the calculation gives 10.38 eV. The SMILES is CC=O.CN. The calculation puts the LUMO energy at 1.0 eV.

```
! wB97M-V def2-TZVPD RIJCOSX def2/J DEFGRID3
* xyz 0 1
C 1.151 2.440 -2.076
C 0.284 2.178 -0.912
O -0.534 1.241 -0.693
H 0.843 1.901 -3.028
H 2.214 2.011 -1.903
H 1.274 3.539 -2.271
H 0.264 3.176 -0.252
C -0.269 -2.325 2.327
N -0.671 -2.995 0.968
H -0.697 -2.716 3.219
H -0.769 -1.232 2.459
H 0.837 -2.380 2.465
H -0.278 -3.925 1.082
H -1.719 -3.096 0.962
*
```

---

Computed energies relative to the best structure, in kcal/mol: w) 0.0; x) 9.3; y) 21.0

---

w) A single C7H15NO molecule. Source: the OMol25 dataset; level of theory: wB97M-V/def2-TZVPD.

For the HOMO-LUMO gap, the calculation gives 9.00 eV. The SMILES is C[C@@H]1CNCC(C)(C)O1. The calculation puts the LUMO energy at 1.0 eV.

```
! wB97M-V def2-TZVPD RIJCOSX def2/J DEFGRID3
* xyz 0 1
C -1.108 -1.533 1.708
C -0.145 -1.356 0.540
C 1.321 -0.706 1.187
N 2.081 -0.238 0.088
C 1.452 0.822 -0.606
C -0.296 0.502 -0.786
C -0.568 0.779 -2.265
C -1.056 1.501 0.084
O -0.781 -0.820 -0.597
H -1.310 -0.586 2.204
H -2.047 -1.950 1.348
H -0.680 -2.218 2.438
H 0.183 -2.343 0.188
H 1.846 -1.488 1.733
H 1.054 0.121 1.844
H 2.314 -1.003 -0.539
H 1.931 0.993 -1.567
H 1.474 1.728 0.000
H -1.635 0.692 -2.468
H -0.052 0.049 -2.885
H -0.233 1.776 -2.541
H -0.794 2.520 -0.197
H -2.131 1.372 -0.053
H -0.818 1.388 1.140
*
```

---

x) A 3-piece molecular cluster, C7H15NO overall. Source: the OMol25 dataset; level of theory: wB97M-V/def2-TZVPD.

For the HOMO-LUMO gap (alpha / beta), the calculation gives 7.60 / 7.02 eV. The calculation puts the LUMO energy (alpha / beta) at 0.8 / 0.7 eV.

```
! wB97M-V def2-TZVPD RIJCOSX def2/J DEFGRID3
* xyz 0 1
C 0.442 -0.287 -0.573
C -0.744 0.270 -0.251
C -1.287 -1.434 -2.008
C 1.007 -1.527 0.030
C -1.280 1.532 -0.838
C 1.128 0.815 2.725
C 1.008 1.404 1.348
O -1.695 -2.563 -1.315
N 1.425 2.556 1.080
H -0.951 -3.165 -1.214
H 1.049 0.205 -1.326
H -1.351 -0.220 0.502
H 1.271 2.840 0.108
H -0.556 -1.593 -2.800
H -2.141 -0.829 -2.287
H 0.324 -1.973 0.754
H 1.233 -2.263 -0.749
H 1.949 -1.303 0.533
H -1.332 2.303 -0.067
H -0.653 1.899 -1.651
H -2.293 1.383 -1.220
H 0.135 0.556 3.103
H 1.610 1.511 3.424
H 1.703 -0.113 2.692
*
```

---

Computed energies relative to the best structure, in kcal/mol: w) 0.0; x) 97.9

---

w) A single C7H15NO molecule. Source: the OMol25 dataset; level of theory: wB97M-V/def2-TZVPD.

For the HOMO-LUMO gap, the calculation gives 10.25 eV. The SMILES is CC(C)C[C@](C)(N)C=O. The calculation puts the LUMO energy at 0.9 eV.

```
! wB97M-V def2-TZVPD RIJCOSX def2/J DEFGRID3
* xyz 0 1
C -1.668 1.137 -0.977
C -1.292 0.379 0.284
C -2.514 -0.357 0.828
C -0.124 -0.697 0.020
C 1.355 -0.277 0.112
C 2.207 -1.116 -0.842
N 1.824 -0.474 1.476
C 1.391 1.175 -0.317
O 1.361 1.586 -1.452
H -0.799 1.668 -1.391
H -2.023 0.453 -1.747
H -2.441 1.867 -0.763
H -0.930 1.081 1.043
H -3.308 0.350 1.067
H -2.884 -1.060 0.091
H -2.263 -0.913 1.729
H -0.254 -1.499 0.751
H -0.321 -1.118 -0.967
H 2.089 -2.169 -0.603
H 3.258 -0.849 -0.740
H 1.904 -0.934 -1.869
H 2.778 -0.134 1.591
H 1.231 0.014 2.139
H 1.423 1.887 0.538
*
```

---

x) A 2-piece molecular cluster, C7H15NO overall. Source: the OMol25 dataset; level of theory: wB97M-V/def2-TZVPD.

For the HOMO-LUMO gap, the calculation gives 8.56 eV. The calculation puts the LUMO energy at 0.8 eV.

```
! wB97M-V def2-TZVPD RIJCOSX def2/J DEFGRID3
* xyz 0 1
C -0.724 -0.542 0.911
C 0.268 -1.167 0.080
C 1.134 -0.084 -1.468
C -0.510 -0.485 2.409
C 0.904 1.666 0.823
C 0.253 -0.275 -2.677
C -0.187 0.937 0.080
N -2.101 -0.774 0.583
O -1.080 1.473 -0.563
H -2.652 0.037 0.862
H -2.223 -0.832 -0.422
H 1.218 -1.393 0.550
H -0.079 -1.908 -0.632
H 1.595 0.904 -1.478
H 1.983 -0.769 -1.450
H 0.545 -0.406 2.671
H -0.904 -1.394 2.872
H -1.030 0.372 2.848
H 1.340 2.408 0.152
H 0.469 2.163 1.693
H 1.700 1.005 1.161
H -0.119 -1.299 -2.770
H -0.600 0.409 -2.634
H 0.799 -0.046 -3.599
*
```

---

Computed energies relative to the best structure, in kcal/mol: w) 0.0; x) 70.5

---

w) A 2-piece molecular cluster, C7H15NO overall. Source: the OMol25 dataset; level of theory: wB97M-V/def2-TZVPD.

For the HOMO-LUMO gap, the calculation gives 9.44 eV. The SMILES is C#CN(C)C.CC(C)O. The calculation puts the LUMO energy at 0.9 eV.

```
! wB97M-V def2-TZVPD RIJCOSX def2/J DEFGRID3
* xyz 0 1
C 0.534 -1.399 -1.560
C 1.003 -0.435 -1.022
N 1.541 0.635 -0.396
C 2.487 0.305 0.649
C 1.976 1.684 -1.294
H 0.071 -2.215 -2.023
H 2.051 -0.444 1.310
H 3.440 -0.086 0.258
H 2.696 1.209 1.228
H 2.875 1.410 -1.867
H 2.196 2.580 -0.707
H 1.168 1.907 -1.990
C -1.144 -0.698 1.640
C -2.039 0.029 0.640
C -2.741 -0.962 -0.284
O -1.319 0.938 -0.168
H -0.401 -1.285 1.111
H -1.742 -1.361 2.256
H -0.640 0.013 2.293
H -2.803 0.597 1.200
H -3.409 -1.606 0.282
H -3.314 -0.418 -1.029
H -1.997 -1.566 -0.794
H -0.489 1.166 0.263
*
```

---

x) A 2-piece molecular cluster, C7H15NO overall. Source: the OMol25 dataset; level of theory: wB97M-V/def2-TZVPD.

For the HOMO-LUMO gap, the calculation gives 7.82 eV. The calculation puts the LUMO energy at 0.7 eV.

```
! wB97M-V def2-TZVPD RIJCOSX def2/J DEFGRID3
* xyz 0 1
C 1.892 -0.562 0.448
C 2.468 0.475 -0.472
N 0.117 0.142 1.283
O -0.017 1.247 2.207
H 0.174 2.051 1.707
H 0.039 -0.686 1.870
H 2.242 -0.442 1.472
H 2.079 -1.583 0.157
H 2.159 1.485 -0.190
H 2.179 0.298 -1.505
H 3.562 0.448 -0.400
C -2.203 -0.488 0.683
C -0.995 1.308 -0.615
C -0.857 -0.027 0.119
C -0.541 -1.700 -1.723
C -0.134 -1.063 -0.640
H -2.108 -1.461 1.169
H -2.913 -0.603 -0.137
H -2.591 0.233 1.406
H -1.433 2.074 0.031
H -1.654 1.169 -1.472
H -0.033 1.656 -0.987
H 0.083 -2.439 -2.219
H -1.517 -1.534 -2.193
*
```

---

y) C7H15NO as an isolated structure. Source: the OMol25 dataset; level of theory: wB97M-V/def2-TZVPD.

For the HOMO-LUMO gap, the calculation gives 8.92 eV. The calculation puts the LUMO energy at 0.9 eV.

```
! wB97M-V def2-TZVPD RIJCOSX def2/J DEFGRID3
* xyz 0 1
C 0.820 1.400 -1.202
C 0.155 0.270 0.230
C -0.633 -0.531 -0.656
C 2.095 2.007 -0.673
C -0.533 1.138 1.245
C -0.778 -2.072 0.436
N -1.807 -2.082 1.362
C -0.126 -3.161 0.030
O -0.101 2.426 -1.463
H -0.902 2.046 -1.839
H 1.014 0.814 -2.110
H 1.065 -0.203 0.596
H -1.978 -2.966 1.832
H -1.826 -1.305 2.005
H -0.164 -0.942 -1.542
H -1.664 -0.212 -0.787
H 2.825 1.227 -0.458
H 1.901 2.580 0.234
H 2.538 2.682 -1.410
H -1.570 0.849 1.413
H 0.012 1.131 2.188
H -0.588 2.180 0.930
H -0.358 -4.154 0.407
H 0.601 -3.123 -0.767
*
```

---

z) A single C7H15NO molecule. Source: the OMol25 dataset; level of theory: wB97M-V/def2-TZVPD.

For the HOMO-LUMO gap, the calculation gives 10.06 eV. The SMILES is [H]/N=C/[C@](C)(O)C(C)(C)C. The calculation puts the LUMO energy at 0.9 eV.

```
! wB97M-V def2-TZVPD RIJCOSX def2/J DEFGRID3
* xyz 0 1
H 3.253 1.214 -0.734
N 2.466 0.832 -0.229
C 1.805 0.068 -0.921
C 0.513 -0.727 -0.010
C 1.133 -0.958 1.361
O 0.186 -1.984 -0.680
C -0.746 0.178 -0.043
C -0.883 0.638 -1.608
C -0.456 1.429 0.782
C -1.940 -0.558 0.322
H 2.098 -0.676 -1.664
H 1.868 -1.808 1.192
H 1.646 -0.076 1.742
H 0.301 -1.028 2.108
H -0.520 -2.426 -0.110
H -1.453 1.589 -1.493
H -1.493 0.063 -2.184
H 0.090 0.929 -2.080
H 0.002 1.268 1.769
H 0.345 1.976 0.292
H -1.387 2.093 0.831
H -2.747 0.238 0.326
H -1.917 -0.916 1.371
H -2.167 -1.360 -0.342
*
```

---

Computed energies relative to the best structure, in kcal/mol: w) 2.4; x) 92.1; y) 17.1; z) 0.0